C43H36BClFN6O2Tl | wB97M-V/def2-TZVPD

Values from the calculation:
**HOMO**: -1.6 eV
**E_LUMO**: 4.0 eV
**Charge**: -2
**Relative energy (zero: lowest compared OMol25 entry of this formula, charge and spin)**: 1.5 kcal per mole

```
91
C43H36BClFN6O2Tl, DFT wB97M-V/def2-TZVPD
Tl -0.894 -0.739 -0.002
Cl 0.020 -5.938 -7.887
F -2.546 -1.609 6.403
O -1.920 -2.452 -2.526
O -2.922 -1.216 -4.138
N 1.896 2.230 0.756
N -1.203 1.941 0.764
N 1.654 1.547 -0.381
N -0.447 2.489 1.745
N 1.174 0.626 2.632
N 1.273 -0.495 1.884
C -5.744 2.181 -0.814
C 3.480 1.172 -4.844
C 1.924 -4.381 0.344
C -1.101 3.533 2.312
C -3.121 1.496 -1.363
C 1.461 -0.003 -4.297
C 1.501 0.527 -3.016
C -5.452 1.399 -1.926
C -0.548 4.371 3.421
C -2.228 -2.160 -3.699
C -4.134 1.048 -2.200
C -1.644 -3.960 -7.034
C -2.701 -0.234 4.474
C 1.617 -1.013 4.044
C 3.398 2.931 -0.698
C 1.555 -1.479 2.718
C 1.825 -3.088 0.834
C 1.921 -5.465 1.215
C 1.361 0.334 3.946
C 2.529 1.388 -2.630
C 1.812 -5.240 2.582
C -2.354 -1.436 5.052
C -2.148 -3.092 -6.072
C -3.403 2.248 -0.224
C 3.516 1.705 -3.560
C -0.663 -4.008 -4.438
C 2.452 0.315 -5.219
C -2.329 2.633 0.718
C -1.613 -2.259 2.948
C -1.814 -2.467 4.316
C -0.635 -4.838 -6.676
C -1.671 -3.111 -4.766
C -2.320 3.656 1.686
C -1.929 -1.068 2.280
C -0.129 -4.870 -5.389
C 3.460 3.985 1.665
C -4.727 2.593 0.037
C 1.245 1.335 5.049
C 2.546 1.954 -1.264
C 1.703 -2.853 2.204
C -2.483 -0.074 3.099
C 2.941 3.082 0.592
C 1.700 -3.944 3.069
B 1.019 2.055 2.025
H 2.705 4.701 1.997
H 0.645 -0.663 -4.571
H 4.259 1.429 -5.554
H 1.795 -1.568 4.952
H 2.419 -0.097 -6.221
H -0.312 -4.021 -3.414
H -3.128 0.556 5.083
H 4.213 3.471 -1.156
H -1.176 -3.089 2.390
H 1.796 -6.076 3.271
H 1.895 2.197 4.896
H -2.019 -3.955 -8.049
H -2.095 1.241 -1.598
H -4.965 3.159 0.931
H 1.988 -6.476 0.830
H 0.221 1.701 5.141
H -2.916 -2.368 -6.315
H -3.871 0.400 -3.030
H 4.325 2.370 -3.278
H 4.313 4.542 1.276
H 1.835 -2.243 0.155
H 1.514 0.855 5.990
H 1.994 -4.541 -0.725
H 0.664 -5.563 -5.137
H -1.548 -3.398 4.804
H 1.444 2.820 2.852
H 0.727 0.275 -2.303
H -6.772 2.445 -0.589
H -1.273 5.146 3.671
H -3.083 4.391 1.893
H -2.756 0.887 2.674
H -0.356 3.781 4.318
H -6.251 1.049 -2.570
H 1.585 -3.778 4.134
H 3.785 3.427 2.545
H 0.391 4.854 3.143
```

Results of the Mulliken charge analysis, in e, for atoms 1 through 2: 1.203 -0.279

***

C11H8N2 | wB97M-V/def2-TZVPD

Values from the calculation:
**HOMO**: -8.1 eV
**E_LUMO**: -0.2 eV
**Relative energy (zero: lowest compared OMol25 entry of this formula, charge and spin)**: 0.0 kcal per mole

```
21
C11H8N2, DFT wB97M-V/def2-TZVPD
N 3.381 -0.661 -0.078
N 1.364 -1.858 -0.026
C -2.371 -1.599 -0.003
C 1.109 0.435 -0.156
C 1.185 1.813 -0.041
C -0.015 2.491 -0.012
C -0.013 -1.480 -0.059
C -1.354 0.571 -0.088
C -1.138 -2.256 -0.062
C -2.531 -0.253 -0.035
C 2.035 -0.791 -0.133
C -0.163 -0.092 -0.044
C -1.291 1.970 -0.048
H -3.503 0.156 -0.129
H 2.077 2.393 -0.046
H 3.885 -1.504 0.199
H 0.060 3.587 0.057
H -2.199 2.583 0.078
H -1.080 -3.314 0.111
H -3.194 -2.300 0.022
H 3.756 0.109 0.495
```

Results of the Mulliken charge analysis, in e, for atoms 1 through 2: -0.498 -0.763

***

C8H11O2S | wB97M-V/def2-TZVPD

Values from the calculation:
**HOMO (alpha / beta)**: -3.1 / -3.2 eV
**E_LUMO (alpha / beta)**: 2.5 / 3.1 eV
**Charge**: -1
**Relative energy (zero: lowest compared OMol25 entry of this formula, charge and spin)**: 171.2 kcal per mole

```
22
C8H11O2S, DFT wB97M-V/def2-TZVPD
S 3.030 -0.015 0.195
O 4.140 1.804 0.191
O 3.867 -0.996 -0.437
C -1.984 1.381 0.785
C 1.697 0.504 -1.077
C 0.562 0.247 -0.090
C -3.057 -0.390 -0.657
C 1.340 -0.794 0.729
C -1.917 0.204 -0.162
C -0.697 -0.321 -0.644
C 0.936 -1.888 1.233
H 1.692 -0.111 -1.981
H -2.999 -1.313 -1.359
H -2.985 1.629 0.812
H -1.476 1.140 1.815
H -0.628 -1.271 -1.131
H -3.982 0.090 -0.500
H -1.399 2.162 0.326
H 2.043 1.529 -1.454
H -0.088 -2.165 1.252
H 0.290 1.160 0.371
H 1.613 -2.586 1.781
```

Results of the Mulliken charge analysis, in e, for atoms 1 through 2: 0.557 -0.822

***

C11H8Br2F3NO2S | wB97M-V/def2-TZVPD

Values from the calculation:
**HOMO**: -9.9 eV
**E_LUMO**: -0.8 eV

```
28
C11H8Br2F3NO2S, DFT wB97M-V/def2-TZVPD
Br 2.208 3.688 -5.606
Br -1.072 2.357 -4.565
S -0.334 1.037 -0.944
F 1.612 1.487 2.367
F 2.470 -0.459 2.086
F 2.147 0.743 0.371
O 1.541 -1.239 4.355
O -2.430 -3.303 4.021
N -0.562 -2.023 4.598
C -0.182 -0.979 2.539
C 1.622 0.432 1.543
C -1.415 -1.606 2.549
C 0.429 1.452 -5.409
C -1.605 -2.448 3.794
C -1.891 -0.632 0.486
C -0.677 -0.011 0.463
C 0.451 -1.384 3.860
C -2.272 -1.449 1.512
C 1.746 1.946 -4.874
C 0.233 -0.191 1.497
H -0.301 -2.558 5.413
H 2.553 1.284 -5.179
H 0.295 0.397 -5.175
H 0.324 1.599 -6.479
H -3.233 -1.944 1.519
H -2.565 -0.485 -0.346
H -0.840 2.241 -0.604
H 1.751 2.046 -3.793
```

Results of the Mulliken charge analysis, in e, for atoms 1 through 2: -0.121 -0.148

***

C20H34ClO3PRe | wB97M-V/def2-TZVPD

Values from the calculation:
**Spin multiplicity**: 4
**HOMO (alpha / beta)**: -14.3 / -14.9 eV
**E_LUMO (alpha / beta)**: -6.7 / -9.5 eV
**Charge**: +2
**Relative energy (zero: lowest compared OMol25 entry of this formula, charge and spin)**: 0.0 kcal per mole

```
60
C20H34ClO3PRe, DFT wB97M-V/def2-TZVPD
Re -0.178 0.768 -0.201
Cl 4.194 -1.845 1.044
P -2.889 0.472 -0.092
O -4.469 0.231 -0.169
O -2.437 -1.134 0.002
O -2.729 1.360 -1.555
C 5.664 -4.126 1.110
C 1.407 1.786 0.603
C 0.419 2.721 0.164
C 6.888 -1.952 0.745
C 5.940 -2.502 3.016
C -0.783 2.510 0.952
C 0.765 -1.301 -1.328
C -5.596 2.371 -0.487
C 1.355 0.034 -1.584
C -2.675 -1.987 1.213
C -0.501 -1.326 -1.945
C 5.743 -2.643 1.500
C -2.753 -1.258 2.536
C -2.423 2.747 -2.033
C 0.824 0.983 1.664
C -0.767 -0.053 -2.514
C -0.526 1.422 1.861
C -3.119 3.025 -3.330
C 0.409 0.778 -2.352
C -5.355 1.024 -1.104
H 7.852 -2.414 0.999
H 0.600 1.693 -2.927
H -1.850 -2.723 1.241
H 6.880 -2.975 3.330
H 0.591 3.502 -0.562
H -3.131 -1.960 3.286
H -1.718 3.066 0.934
H 2.429 1.722 0.272
H 1.332 -2.148 -0.933
H -3.435 -0.401 2.503
H 5.125 -2.982 3.566
H -6.288 0.456 -1.154
H 5.507 -4.242 0.033
H -1.647 0.235 -3.057
H 4.846 -4.628 1.633
H -2.920 2.245 -4.085
H -1.762 -0.947 2.873
H -4.653 2.915 -0.327
H -4.180 3.143 -3.136
H -4.891 1.051 -2.094
H 6.947 -0.891 1.004
H 1.303 0.155 2.179
H -1.193 1.085 2.637
H 5.982 -1.450 3.313
H -2.768 3.989 -3.715
H 6.752 -2.035 -0.337
H -2.775 3.455 -1.265
H -3.591 -2.548 1.002
H 2.394 0.305 -1.405
H -1.331 2.920 -2.139
H 6.597 -4.645 1.370
H -6.079 2.171 0.472
H -6.224 2.991 -1.139
H -1.110 -2.214 -2.090
```

Results of the Mulliken charge analysis, in e, for atoms 1 through 2: 0.282 -0.147

***

C7H9NOS | wB97M-V/def2-TZVPD

Values from the calculation:
**Spin multiplicity**: 3
**HOMO (alpha / beta)**: -4.6 / -8.1 eV
**E_LUMO (alpha / beta)**: 0.8 / -3.2 eV
**Relative energy (zero: lowest compared OMol25 entry of this formula, charge and spin)**: 21.0 kcal per mole

```
19
C7H9NOS, DFT wB97M-V/def2-TZVPD
S 2.235 -0.669 -0.875
O -1.329 -0.006 -0.457
N -2.185 -2.061 0.444
C -1.343 -1.156 0.275
C 1.175 -0.209 0.403
C 0.276 -1.128 1.141
C -2.576 0.249 -1.091
C 1.471 1.060 0.765
C 3.188 0.844 -0.828
C 2.572 1.629 0.109
H 0.002 -0.689 2.105
H 0.631 -2.131 1.148
H 4.004 0.912 -1.485
H -2.738 1.346 -1.148
H -2.503 -0.162 -2.132
H -3.411 -0.107 -0.465
H -3.149 -1.830 0.172
H 2.896 2.649 0.410
H 0.782 1.460 1.510
```

Results of the Mulliken charge analysis, in e, for atoms 1 through 2: 0.014 -0.167